A 4-piece molecular cluster, H8O4 overall at a distorted geometry. Source: OMol25; level of theory: ωB97M-V/def2-TZVPD.

The geometry in XYZ format:
```
12
Properties=species:S:1:pos:R:3:forces:R:3:mulliken_charge:R:1
O -21.82700 0.09000 -9.34900 0.20 0.59 -0.80 -0.629
H -22.22600 -0.58900 -8.82700 -0.22 -0.50 0.66 0.267
H -22.33600 0.01000 -10.18100 0.37 0.38 0.61 0.410
O -23.71900 0.73700 -11.39200 0.31 0.39 -0.24 -0.698
H -24.19500 -0.07800 -11.47900 -0.38 -0.82 -0.07 0.302
H -24.37500 1.37900 -11.12800 -0.27 0.28 0.32 0.338
O -23.07900 -2.01800 -10.54300 -0.33 0.15 -1.88 -0.658
H -22.75200 -2.55900 -9.84700 0.44 -0.76 0.84 0.304
H -22.57100 -2.28400 -11.33700 -0.36 0.17 0.73 0.328
O -22.16200 2.84900 -12.42900 -1.11 2.45 0.09 -0.616
H -22.86000 2.25900 -12.21700 -1.19 -0.69 0.33 0.377
H -21.49600 2.24600 -12.59600 2.54 -1.63 -0.59 0.276
```
Positions in Å, forces in eV/Å.

Total charge   0
Structure (SMILES)   O.O.O.O
HOMO energy   -10.68 eV
Lowest unoccupied orbital energy   0.3 eV


C15H24CrN4O3 as an isolated structure at a distorted geometry. Source: OMol25; level of theory: ωB97M-V/def2-TZVPD.

The geometry in XYZ format:
```
47
Properties=species:S:1:pos:R:3:forces:R:3:mulliken_charge:R:1
Cr 1.10484 1.12694 -0.72172 -0.47 -2.04 1.91 1.416
O 1.07103 1.11560 1.17789 0.02 0.24 0.62 -0.488
N 1.51712 0.05619 1.78906 0.16 -0.35 -0.13 -0.452
N 1.81529 -0.86498 0.98120 -0.37 0.79 -0.14 1.142
O 1.59773 -0.68385 -0.31893 0.27 -0.47 0.04 -0.752
C 2.38160 -2.09659 1.41967 0.32 -0.72 0.27 0.345
C 2.45234 -3.15591 0.52328 -0.15 0.29 -0.05 -0.285
C 3.00241 -4.35351 0.94580 0.03 -0.06 0.06 -0.648
C 3.47401 -4.48739 2.24371 -0.03 0.01 -0.03 -0.458
C 3.40351 -3.41612 3.12625 0.03 -0.08 -0.01 -0.587
C 2.86194 -2.21100 2.72225 -0.12 0.23 -0.11 -0.305
H 2.08529 -3.03127 -0.48458 0.03 -0.03 -0.01 0.406
H 3.06499 -5.18201 0.25397 0.00 0.00 0.01 0.391
H 3.90285 -5.42527 2.56918 0.01 0.01 -0.01 0.406
H 3.78654 -3.52001 4.13195 -0.01 0.03 0.00 0.405
H 2.81851 -1.36485 3.39273 0.02 -0.03 0.03 0.465
C -3.91227 -0.16963 -0.74794 0.11 -0.03 -0.37 -0.630
C -2.43600 0.00217 -1.18589 -0.02 -0.01 0.08 -0.574
N -1.59958 0.36630 -0.03796 0.09 0.15 -0.21 0.312
C -1.57774 -0.74144 0.92126 0.02 0.01 -0.04 -0.628
C -3.02070 -1.13943 1.31780 0.30 -0.19 0.12 -0.862
N -3.94404 -0.10695 0.74733 -0.11 -0.02 0.04 -0.033
C -3.53905 1.25602 1.21757 0.21 0.32 0.09 -0.709
C -2.14736 1.56169 0.61168 -0.03 -0.06 -0.01 -0.532
H -4.32041 -1.12830 -1.06161 -0.05 -0.01 0.09 0.342
H -4.55270 0.62001 -1.13629 -0.03 0.03 0.11 0.344
H -2.35924 0.77815 -1.94624 -0.04 0.01 0.01 0.363
H -2.05055 -0.92204 -1.61500 -0.01 -0.01 0.02 0.410
H -1.01022 -0.42928 1.79656 -0.04 0.01 0.00 0.427
H -1.06281 -1.58877 0.46989 -0.01 -0.01 0.01 0.433
H -3.15204 -1.16336 2.39779 -0.10 0.06 -0.01 0.354
H -3.30960 -2.10824 0.91473 -0.08 0.04 -0.05 0.320
H -4.89226 -0.29788 1.06803 -0.02 -0.01 0.00 0.317
H -3.51378 1.24056 2.30567 -0.06 -0.09 0.00 0.344
H -4.29257 1.97364 0.89999 -0.07 -0.09 -0.03 0.352
H -1.45714 1.88643 1.38895 -0.01 -0.02 0.01 0.348
H -2.21782 2.35700 -0.13069 -0.04 -0.01 0.00 0.428
C 1.84294 4.58522 -2.45739 -0.10 -0.02 0.21 -1.093
C 1.76744 3.15347 -2.81653 -0.09 0.01 -0.15 0.854
C 2.29578 2.67739 -4.11780 0.19 -0.08 0.03 -1.062
O 1.24253 2.33332 -2.03256 0.34 2.14 -2.27 -0.932
H 1.37353 5.18565 -3.24033 0.03 -0.01 -0.04 0.355
H 2.89234 4.89009 -2.42369 0.02 -0.03 -0.06 0.383
H 1.37724 4.78119 -1.49479 -0.02 0.02 -0.03 0.319
H 2.99802 3.38809 -4.54582 -0.04 0.02 -0.02 0.357
H 1.46513 2.54899 -4.81855 -0.05 0.05 0.04 0.328
H 2.77294 1.70400 -3.99989 -0.04 0.00 0.00 0.366
```
Positions in Å, forces in eV/Å.

Total charge   +2
HOMO energy (spin up / spin down)   -13.90 / -14.06 eV
Lowest unoccupied orbital energy (spin up / spin down)   -5.7 / -6.1 eV
2S+1   5


C17H27N2O3ReS4 as an isolated structure. Source: OMol25; level of theory: ωB97M-V/def2-TZVPD.

The geometry in XYZ format:
```
54
Properties=species:S:1:pos:R:3:forces:R:3:mulliken_charge:R:1
Re 0.65966 -0.12328 0.76461 -0.54 -0.06 0.73 1.412
C 4.31196 0.48148 -6.01491 -0.01 0.02 0.04 -0.886
O 3.91737 0.85019 -4.66691 0.04 -0.03 -0.04 -0.388
C 3.12767 0.07748 -3.97780 0.04 0.03 -0.12 0.675
C 2.57620 -1.13230 -4.44878 -0.02 -0.07 -0.05 -0.857
C 1.75708 -1.85859 -3.63511 0.00 -0.02 -0.02 -1.444
C 1.43277 -1.44924 -2.31483 -0.09 0.03 0.08 -0.029
C 0.59977 -2.22395 -1.48562 -0.03 0.06 0.06 1.362
C -0.07012 -3.47888 -1.92854 -0.04 0.00 0.05 -1.340
O 0.33689 -1.88098 -0.26683 -0.01 -0.17 -0.14 -0.606
C 2.00285 -0.21530 -1.88905 -0.03 -0.14 0.18 0.902
O 1.74287 0.30733 -0.63586 -0.39 0.13 -0.29 -0.689
C 2.82046 0.52707 -2.67487 0.12 0.20 0.04 -0.415
H 4.99675 1.25755 -6.33073 0.02 0.04 0.01 0.266
H 3.44017 0.46434 -6.66513 -0.04 0.00 0.00 0.391
H 4.81790 -0.48144 -6.00546 0.02 -0.02 0.02 0.388
H 2.79598 -1.48484 -5.44528 -0.01 0.00 0.01 0.525
H 1.34711 -2.77965 -4.02122 0.00 0.01 -0.01 0.277
H 0.41348 -3.96595 -2.76599 0.02 -0.03 0.01 0.433
H -1.09380 -3.22860 -2.22618 0.03 -0.01 0.00 0.353
H -0.13737 -4.17620 -1.09497 -0.02 -0.01 0.00 0.341
H 3.23897 1.46148 -2.32477 0.00 -0.03 -0.01 0.551
C -0.66652 1.59624 4.13625 0.05 0.01 0.06 -0.677
C 0.62657 2.12256 3.53425 -0.04 -0.10 0.00 -0.798
S 0.76507 2.06923 1.72578 0.08 0.10 -0.08 0.055
C -0.72783 2.85590 1.05867 0.01 0.05 -0.01 -0.902
C -2.00522 2.03008 1.05422 -0.03 -0.05 0.04 -0.596
S -1.72724 0.28115 0.60168 0.24 0.34 -0.57 -0.093
C -2.74355 -0.68564 1.76717 -0.03 -0.03 -0.16 -0.602
C -2.65065 -0.23920 3.21718 -0.10 -0.07 0.04 -0.857
S -0.94331 -0.16446 3.76983 0.30 -0.05 -0.22 0.067
H -1.52809 2.17766 3.82094 -0.02 0.03 -0.02 0.338
H -0.59380 1.70933 5.21826 0.00 -0.05 0.02 0.533
H 1.48969 1.54571 3.87148 0.02 0.04 0.04 0.446
H 0.80239 3.15843 3.82647 -0.04 0.02 -0.02 0.523
H -0.43533 3.11912 0.04144 0.02 0.01 -0.01 0.455
H -0.88595 3.79642 1.59015 0.00 -0.01 0.01 0.504
H -2.68934 2.42655 0.30431 -0.02 -0.01 0.01 0.581
H -2.51440 2.04546 2.00962 -0.02 0.02 0.06 0.284
H -2.38118 -1.70647 1.63786 -0.02 -0.01 -0.01 0.383
H -3.76280 -0.64140 1.38035 -0.01 0.00 0.02 0.492
H -3.16624 -0.99444 3.81327 0.01 0.00 0.03 0.479
H -3.16563 0.69874 3.41455 0.02 0.02 -0.04 0.490
C 3.77703 -4.34214 3.35465 0.00 0.07 -0.01 -1.055
N 3.35538 -2.94493 3.16596 0.13 -0.11 0.11 -0.152
C 2.39577 -2.56814 2.36398 -0.21 -0.05 -0.09 0.783
N 1.70968 -3.43546 1.64428 0.11 -0.03 0.14 -0.235
S 2.06375 -0.81343 2.37038 0.56 -0.18 0.15 -0.439
H 4.64757 -4.35018 4.00215 0.00 0.01 0.01 0.357
H 4.05640 -4.78464 2.39803 0.00 0.02 0.00 0.371
H 2.98315 -4.92054 3.82793 -0.02 0.02 -0.01 0.376
H 3.83309 -2.22887 3.69542 0.02 -0.01 0.01 0.277
H 1.89966 -4.42604 1.70131 0.03 0.01 0.03 0.248
H 1.00312 -3.11789 0.99922 -0.08 0.05 -0.03 0.141
```
Positions in Å, forces in eV/Å.

Total charge   +3
HOMO energy (spin up / spin down)   -17.03 / -17.02 eV
Lowest unoccupied orbital energy (spin up / spin down)   -10.3 / -10.4 eV
2S+1   2


A 2-piece molecular cluster, H2I2O2P overall at a distorted geometry. Source: OMol25; level of theory: ωB97M-V/def2-TZVPD.

The geometry in XYZ format:
```
7
Properties=species:S:1:pos:R:3:forces:R:3:mulliken_charge:R:1
O 0.12754 -0.24178 1.14764 -0.22 -0.44 1.00 -0.228
O -1.41201 -0.30691 -0.67615 -2.77 -1.39 -1.04 -0.364
P -0.12719 0.33205 -0.24136 1.16 3.13 -0.72 0.596
I -0.70015 2.86198 -0.03563 0.41 -1.00 -0.08 0.212
I 3.26083 -1.82709 -0.07198 -0.14 0.07 0.03 0.093
H 0.93738 -0.75812 1.22705 0.79 -0.37 0.36 0.267
H -2.08641 -0.06015 -1.34957 0.77 0.00 0.44 0.423
```
Positions in Å, forces in eV/Å.

Total charge   +1
HOMO energy (spin up / spin down)   -14.13 / -13.76 eV
Lowest unoccupied orbital energy (spin up / spin down)   -8.1 / -7.1 eV


C25H43As3OPd as an isolated structure at a distorted geometry. Source: OMol25; level of theory: ωB97M-V/def2-TZVPD.

The geometry in XYZ format:
```
73
Properties=species:S:1:pos:R:3:forces:R:3:mulliken_charge:R:1
Pd -0.40787 -0.08102 -0.86961 0.24 1.14 -1.05 -0.530
C -3.15780 -2.48696 2.83129 0.15 0.14 -0.04 -1.243
As -2.23189 -1.16932 1.67543 -0.11 -0.51 0.12 0.395
C -2.00748 -2.38164 0.14074 0.11 0.17 -0.23 -0.764
C -0.35531 -1.33632 2.39813 -0.02 -0.23 -0.28 -0.955
C 0.04760 -0.26606 3.41400 -0.06 0.06 -0.63 2.004
C -1.12626 0.01012 4.36360 0.21 -0.08 0.08 -1.959
C 0.46468 1.04559 2.73529 -0.01 0.14 -0.17 -1.317
As -0.43931 1.56770 1.04388 0.27 0.38 0.27 0.716
C 0.71949 3.08058 0.60209 0.01 0.00 0.10 -1.248
C -2.03209 2.57182 1.60695 -0.04 -0.17 -0.03 -1.254
C 1.19531 -0.76727 4.31872 0.53 0.12 0.87 -1.884
As 2.98069 -1.41886 3.63511 -2.04 -0.25 -2.09 0.702
C 2.65473 -3.24886 2.98859 0.63 -0.12 0.67 -0.901
C 3.47151 -0.55984 1.92264 0.69 0.18 0.61 -0.788
H -2.54648 -3.37647 2.99351 0.02 0.06 -0.05 0.345
H -4.08599 -2.78729 2.34283 0.08 0.08 -0.06 0.467
H -3.42012 -2.04966 3.79312 0.05 0.04 -0.02 0.401
H -1.35767 -3.21864 0.40067 0.03 0.08 -0.12 0.369
H -1.58391 -1.85563 -0.74567 -0.37 -0.62 0.50 -0.129
H -2.98423 -2.76915 -0.15551 0.02 0.10 0.09 0.562
H 0.31799 -1.30712 1.52432 -0.15 -0.22 0.22 -0.427
H -0.28373 -2.32186 2.86802 -0.04 -0.06 -0.13 1.061
H -1.95290 0.45206 3.79995 0.05 -0.02 0.10 0.380
H -0.83935 0.69879 5.15279 -0.01 0.15 0.11 0.534
H -1.46896 -0.91137 4.82812 -0.12 -0.08 0.04 0.411
H 1.52172 0.99470 2.45632 -0.16 0.13 -0.09 0.053
H 0.35235 1.88568 3.43042 0.05 -0.05 -0.10 0.571
H 0.83332 3.73512 1.47048 -0.03 -0.08 -0.09 0.515
H 0.28718 3.65449 -0.22070 -0.01 -0.10 0.10 0.384
H 1.70235 2.71967 0.29289 -0.08 0.00 0.03 0.352
H -1.77867 3.18000 2.47925 0.06 -0.07 -0.11 0.424
H -2.87543 1.91947 1.84889 0.27 0.01 -0.09 0.309
H -2.32384 3.23577 0.79076 0.08 -0.06 0.02 0.476
H 0.83936 -1.61501 4.90956 0.16 -0.08 -0.01 0.640
H 1.44187 0.02305 5.03171 0.06 -0.02 0.03 0.559
H 2.13601 -3.83846 3.74088 -0.04 0.10 0.06 0.391
H 3.61812 -3.72085 2.79802 0.02 0.01 -0.03 0.423
H 2.08577 -3.23266 2.05906 -0.07 0.43 -0.01 0.156
H 3.67377 0.50042 2.05700 -0.05 0.00 0.06 0.419
H 2.70838 -0.71262 1.15608 -0.29 -0.25 0.24 -0.088
H 4.39697 -1.03210 1.59435 -0.01 -0.07 -0.01 0.464
C 1.11411 -1.36268 -3.38480 -0.17 -0.01 0.50 -1.525
C 1.29108 -2.26865 -2.14741 0.38 -1.32 -1.39 1.610
C 2.75923 -2.74636 -2.07944 -0.52 0.34 -0.05 -1.780
C 0.38007 -3.52147 -2.31022 0.25 0.66 -0.08 -1.627
O 0.97179 -1.62558 -0.98679 -0.49 1.36 1.72 -0.308
H 1.16187 -1.95323 -4.29274 0.00 -0.09 -0.15 0.538
H 1.90364 -0.61475 -3.41454 0.00 0.11 -0.03 0.352
H 0.13520 -0.85599 -3.35003 0.18 -0.14 -0.11 0.179
H 3.02471 -3.24294 -3.00658 0.16 -0.11 -0.10 0.419
H 2.88194 -3.44398 -1.25704 0.03 -0.15 0.13 0.388
H 3.42452 -1.89887 -1.92611 0.08 0.10 -0.01 0.380
H 0.74625 -4.12497 -3.13529 -0.06 -0.13 -0.12 0.487
H -0.64710 -3.21839 -2.52276 -0.02 -0.06 0.01 0.321
H 0.39752 -4.12443 -1.40630 0.01 -0.03 0.12 0.349
C -3.11191 4.09881 -4.24954 -0.57 -0.30 0.36 -0.599
C -3.52467 3.22490 -3.24105 -0.22 0.58 -0.53 -0.847
C -2.60433 2.42207 -2.60184 0.72 -0.49 0.31 -0.288
C -1.23818 2.45034 -2.95493 -0.02 0.40 -0.27 1.670
C -0.25587 1.68386 -2.28857 -0.97 -1.55 1.43 -1.214
C 1.08777 1.87368 -2.57386 1.24 0.81 -0.84 0.533
C 1.49255 2.71946 -3.61062 0.46 -0.88 0.91 -1.043
C 0.54980 3.42837 -4.32246 -0.52 0.39 -0.31 -0.709
C -0.81693 3.34422 -3.99063 -0.72 -0.04 0.26 0.981
C -1.78403 4.15660 -4.61737 0.86 -0.10 -0.05 -0.802
H -3.83878 4.72713 -4.74314 -0.01 0.04 -0.02 0.434
H -4.56870 3.19024 -2.96346 -0.01 -0.02 0.03 0.455
H -2.91890 1.76848 -1.79121 0.05 -0.01 -0.14 0.532
H 1.85234 1.35871 -1.99103 -0.19 0.04 -0.20 0.703
H 2.54427 2.80997 -3.84253 0.03 0.07 -0.07 0.482
H 0.85328 4.08632 -5.12317 0.04 0.09 -0.09 0.463
H -1.45246 4.84916 -5.37851 -0.07 0.03 -0.13 0.469
```
Positions in Å, forces in eV/Å.

Total charge   +2
HOMO energy (spin up / spin down)   -13.03 / -13.55 eV
Lowest unoccupied orbital energy (spin up / spin down)   -5.4 / -9.1 eV
2S+1   5


One molecule with the formula CH2BrFO at a distorted geometry. Source: OMol25; level of theory: ωB97M-V/def2-TZVPD.

The geometry in XYZ format:
```
6
Properties=species:S:1:pos:R:3:forces:R:3:mulliken_charge:R:1
C -0.74871 0.33077 0.14008 0.76 -1.01 0.75 -0.199
O 2.74932 -0.95852 0.05868 -0.75 0.41 0.54 -0.523
F -1.61843 0.19001 -0.84898 0.46 0.45 -1.08 -0.188
Br 1.24500 -0.58988 -0.66709 -1.24 0.22 -0.65 0.340
H -1.13900 -0.31865 0.90468 0.74 -0.14 0.75 0.278
H -0.48818 1.34626 0.41264 0.02 0.07 -0.31 0.292
```
Positions in Å, forces in eV/Å.

Total charge   0
HOMO energy   -9.23 eV
Lowest unoccupied orbital energy   -1.4 eV


A 2-piece molecular cluster, C5H5Cl3F3N4 overall at a distorted geometry. Source: OMol25; level of theory: ωB97M-V/def2-TZVPD.

The geometry in XYZ format:
```
20
Properties=species:S:1:pos:R:3:forces:R:3:mulliken_charge:R:1
C 0.46767 -0.03289 -1.98818 0.05 -0.92 -2.27 -0.579
C -0.51902 1.50181 -0.43748 0.10 -2.70 2.26 0.608
C -0.54279 -0.95512 -0.19940 0.45 1.68 1.04 0.212
C -1.12583 -2.13373 0.52889 -0.70 -0.27 0.97 0.829
C 2.02974 -0.86090 1.17822 -0.29 1.15 -1.27 0.383
N 0.13411 -1.12074 -1.29503 -1.02 1.70 -0.77 -0.247
N 0.27899 1.25972 -1.45720 -0.99 0.85 -0.16 0.074
N -0.95931 0.43150 0.27391 -0.55 -1.16 0.60 -0.206
N -0.79551 2.66014 0.10579 -0.35 0.89 1.05 -0.377
F -1.48584 -1.71446 1.78319 0.51 -0.27 -0.47 -0.288
F -2.23620 -2.55461 -0.05455 -0.72 0.22 -0.46 -0.248
F -0.35302 -3.21062 0.60480 0.49 0.79 0.17 -0.207
Cl 2.74425 -0.52257 -0.34189 0.86 -0.70 0.39 -0.050
Cl 1.74464 0.56591 2.03103 -0.42 0.99 0.82 -0.132
Cl 2.33869 -2.18823 2.08804 0.44 -1.37 0.33 -0.051
H 0.69851 -0.07371 -3.12213 -0.02 -0.09 2.38 0.318
H 0.50061 2.13164 -1.88812 0.89 -0.04 -1.23 0.195
H -1.45985 0.64846 1.22046 1.21 -1.25 -2.51 0.340
H -0.50663 3.58448 -0.13029 0.42 0.25 -0.89 0.247
H -0.95321 2.58393 1.09992 -0.37 0.23 0.02 0.179
```
Positions in Å, forces in eV/Å.

Total charge   +1
HOMO energy (spin up / spin down)   -11.72 / -11.99 eV
Lowest unoccupied orbital energy (spin up / spin down)   -4.7 / -4.2 eV


no.,total energy (a.u.)
1,-305.73668
2,-2074.56133
3,-2669.33865
4,-1088.12771
5,-7888.07750
6,-2788.23416
7,-2092.38867